This record from the OMol25 dataset describes a gas-phase ion, C19H23N2O2 (charge +1). The level of theory is ωB97M-V/def2-TZVPD.

Structure (XYZ):
```
46
C19H23N2O2 (ωB97M-V/def2-TZVPD)
C 0.62427 2.75594 -3.34035
C 0.12905 2.61285 -1.95989
N -0.62222 1.59476 -1.52108
C -0.98089 0.42634 -2.28638
C 0.11114 -0.65952 -2.21989
O 1.34320 -0.06530 -2.55023
C 0.21885 -1.33088 -0.83935
O 1.35746 -2.16396 -0.86371
C 1.13529 -3.50354 -0.44533
C 0.58724 -3.59828 0.95621
C 1.15845 -2.84271 1.97331
C 0.65442 -2.90669 3.25943
C -0.42079 -3.73280 3.54288
C -0.99152 -4.49117 2.53522
C -0.49428 -4.41905 1.24505
C -0.91503 1.80951 -0.18747
C -1.66022 1.08385 0.73374
C -1.75827 1.60103 2.00930
C -1.14133 2.80287 2.36279
C -0.40666 3.53585 1.45332
C -0.30079 3.02379 0.16644
N 0.33640 3.48758 -0.96951
C 1.09497 4.70904 -1.06554
H 1.28104 3.61369 -3.43623
H -0.21007 2.87759 -4.03207
H 1.16807 1.85471 -3.62342
H -1.11848 0.72137 -3.32788
H -1.91930 0.02636 -1.90112
H -0.14217 -1.43230 -2.96316
H 2.03222 -0.69196 -2.28470
H 0.35811 -0.57026 -0.05945
H -0.68873 -1.90107 -0.62075
H 2.12239 -3.97091 -0.50312
H 0.46422 -4.01228 -1.15152
H 2.00269 -2.20736 1.74713
H 1.10657 -2.31816 4.04372
H -0.80952 -3.78919 4.54816
H -1.82627 -5.14015 2.75230
H -0.94180 -5.01328 0.46082
H -2.14150 0.15631 0.47191
H -2.32574 1.06458 2.75253
H -1.24567 3.16787 3.37183
H 0.05842 4.46463 1.73997
H 2.12609 4.49787 -1.35139
H 1.09686 5.20096 -0.09684
H 0.64837 5.38262 -1.79794
```

Results
LUMO in eV: -2.76
Total charge: +1
Structure (SMILES): Cc1n(C[C@@H](O)COCc2ccccc2)c2ccccc2[n+]1C
Molar mass in g/mol: 311.405
Energy relative to the best compared isomer or geometry (same formula, charge and spin) in kJ/mol: 0.0

natural (NBO) population analysis, charges in e, atoms 1 to 8:
1. C -0.703
2. C 0.534
3. N -0.304
4. C -0.235
5. C 0.075
6. O -0.743
7. C -0.101
8. O -0.557

This record from the OMol25 dataset describes a molecular structure, C40H30Cl4NO6PSSeTa. The level of theory is ωB97M-V/def2-TZVPD.

Structure (XYZ):
```
85
C40H30Cl4NO6PSSeTa (ωB97M-V/def2-TZVPD)
Ta -0.81020 0.17473 -0.32944
Cl -6.57132 3.22975 -0.70244
C -4.97701 2.81988 -0.21913
C -4.12041 3.79406 0.30916
Cl -4.66502 5.41184 0.49972
C -2.82260 3.46345 0.68752
Cl -1.75894 4.64007 1.33021
C -2.36910 2.15910 0.52130
O -1.10808 1.70261 0.84388
C -3.23757 1.18898 0.00192
O -2.68099 -0.06434 -0.13040
C -4.52842 1.51335 -0.37017
Cl -5.51148 0.27949 -1.03864
O -0.49842 -0.69821 1.56777
P 0.44801 -0.75165 2.78726
C 2.05935 -0.19257 2.29778
C 3.07728 -1.09653 1.98286
C 4.27443 -0.62497 1.47181
C 4.46446 0.74057 1.29067
C 3.46101 1.64149 1.62183
C 2.25218 1.18085 2.12169
C -0.20649 0.34183 4.01881
C -1.55010 0.70359 3.93551
C -2.12021 1.44244 4.96187
C -1.35514 1.80566 6.06281
C -0.01115 1.45563 6.13723
C 0.56819 0.72348 5.11540
C 0.48837 -2.41928 3.42684
C 0.17767 -2.66775 4.76624
C 0.14467 -3.97166 5.23984
C 0.42168 -5.02908 4.38547
C 0.74167 -4.78583 3.05380
C 0.77129 -3.48824 2.57214
H 2.94244 -2.15811 2.14792
H 5.06126 -1.32454 1.21344
H 5.40245 1.10639 0.89183
H 3.61102 2.70487 1.48244
H 1.45942 1.88510 2.35567
H -2.13549 0.40437 3.07554
H -3.16268 1.73161 4.90377
H -1.80902 2.36635 6.87144
H 0.58213 1.75423 6.99197
H 1.61815 0.45068 5.16417
H -0.04596 -1.85169 5.43938
H -0.10461 -4.16137 6.27818
H 0.37454 -6.04684 4.75364
H 0.96278 -5.61007 2.38429
H 0.98414 -3.31443 1.52683
C 1.12242 -3.99523 -6.55864
C 0.88587 -3.41003 -5.19081
C -0.40572 -3.21845 -4.71556
C -0.65930 -2.73086 -3.44087
C -2.08530 -2.57317 -2.96609
C 0.44458 -2.44425 -2.64056
Se 0.19536 -1.95861 -0.81646
C 1.76198 -2.60497 -3.06876
C 2.95817 -2.28099 -2.19435
C 1.95318 -3.08714 -4.35915
H 0.36951 -3.65654 -7.27407
H 1.06764 -5.08622 -6.51716
H 2.10863 -3.72699 -6.93933
H -1.25066 -3.46043 -5.35522
H -2.78313 -2.73999 -3.78429
H -2.26588 -1.57967 -2.56579
H -2.31154 -3.29193 -2.17334
H 2.89563 -1.26620 -1.79575
H 3.88372 -2.37256 -2.76259
H 3.00837 -2.96181 -1.33912
H 2.97140 -3.22291 -4.71724
O 1.17458 3.49730 0.16368
S 1.36554 2.99560 -1.15352
O 2.67806 2.79078 -1.66592
N 0.49131 1.52316 -1.34867
C -0.51579 1.70350 -2.22031
O -1.37977 0.74934 -2.27728
C -0.56853 2.99104 -2.89460
C -1.40073 3.39265 -3.92097
C -1.27927 4.70006 -4.36419
C -0.36605 5.57402 -3.77569
C 0.48950 5.15806 -2.75908
C 0.37288 3.84919 -2.34531
H -2.11411 2.70575 -4.35983
H -1.90058 5.04729 -5.17862
H -0.31367 6.60103 -4.11533
H 1.21347 5.83093 -2.31086
```

Results
LUMO in eV: -3.65
Total charge: +1
Molar mass in g/mol: 1085.442
Energy relative to the best compared isomer or geometry (same formula, charge and spin) in kJ/mol: 97.4

Mulliken population analysis, charges in e, atoms 1 to 8:
1. Ta 1.694
2. Cl -0.167
3. C 0.387
4. C 0.511
5. Cl -0.173
6. C -0.176
7. Cl -0.165
8. C -0.712

This record from the OMol25 dataset describes a gas-phase ion, C6H9N2O2 (charge +1). The level of theory is ωB97M-V/def2-TZVPD.

Structure (XYZ):
```
19
C6H9N2O2 (ωB97M-V/def2-TZVPD)
C -0.90671 -1.79125 -2.22599
C -0.34816 -0.74140 -1.61210
C 0.17984 0.44988 -2.15342
C 0.88322 1.26793 -1.40007
N 1.15359 1.03625 -0.03346
O 2.20512 1.59938 0.60981
C 0.18332 0.10744 0.67093
O 0.04358 0.54244 1.89567
C -0.56362 -0.19324 2.99979
N -0.50882 -0.69390 -0.14567
H -1.49044 -2.65885 -1.79921
H -0.74066 -1.91045 -3.27822
H -0.12498 0.79613 -3.19578
H 1.24684 2.25258 -1.73999
H 1.98122 2.36566 1.13686
H -1.50125 -0.79575 2.84671
H -0.81093 0.56197 3.75465
H 0.26774 -0.77260 3.59819
H -1.14891 -1.42224 0.07129
```

Results
LUMO in eV: -3.89
Total charge: +1
Structure (SMILES): C=C1C=CN(O)C(OC)=[NH+]1
Molar mass in g/mol: 141.150
Energy relative to the best compared isomer or geometry (same formula, charge and spin) in kJ/mol: 464.7

natural (NBO) population analysis, charges in e, atoms 1 to 8:
1. C -0.394
2. C 0.115
3. C -0.304
4. C 0.023
5. N -0.128
6. O -0.482
7. C 0.818
8. O -0.428

This record from the OMol25 dataset describes C22H26N6O4 in the gas phase. The level of theory is ωB97M-V/def2-TZVPD.

Structure (XYZ):
```
58
C22H26N6O4 (ωB97M-V/def2-TZVPD)
C -5.46892 -2.68912 -0.50436
O -4.47997 -1.91853 -1.14594
C -3.18447 -2.11523 -0.80723
C -2.72592 -3.11380 0.04739
C -1.37683 -3.21131 0.33661
C -0.47363 -2.30997 -0.20556
N 0.90999 -2.39318 0.12014
C 1.82082 -2.70004 -0.97713
C 2.36364 -1.40915 -1.61849
O 2.04242 -1.05218 -2.73314
N 3.19921 -0.74468 -0.81022
C 3.67306 0.59445 -1.08838
C 5.07547 0.78204 -0.50317
C 4.81016 1.27705 0.91587
C 3.66815 2.27224 0.71973
C 2.79126 1.64513 -0.37307
C 1.42309 -2.13566 1.33334
O 2.61822 -2.20752 1.57357
C 0.45252 -1.73024 2.45082
N -0.51525 -0.76770 2.03534
N -1.80282 -0.92607 2.20920
N -2.38708 0.09675 1.70541
C -1.41400 0.89501 1.21259
C -1.64280 2.14424 0.55679
C -0.75678 3.09342 0.11074
C -1.54134 4.11720 -0.45625
C -2.84611 3.72625 -0.31954
C -4.11565 4.38342 -0.72300
O -2.91013 2.53360 0.29509
N -0.21159 0.35730 1.42170
C -0.92090 -1.33432 -1.09263
C -2.26184 -1.24110 -1.38847
H -5.42460 -2.56620 0.58176
H -6.42094 -2.31081 -0.87292
H -5.38035 -3.75039 -0.75900
H -3.40602 -3.81699 0.49910
H -1.02687 -3.99151 0.99633
H 1.27556 -3.27010 -1.72978
H 2.65076 -3.29056 -0.58008
H 3.37066 -1.10754 0.11985
H 3.64636 0.71137 -2.17427
H 5.65136 -0.14145 -0.53483
H 5.61021 1.54517 -1.06942
H 4.48437 0.44892 1.54717
H 5.68764 1.73245 1.37217
H 4.07142 3.22654 0.37700
H 3.11022 2.44940 1.63785
H 1.92169 1.15125 0.06443
H 2.43248 2.39360 -1.07792
H 1.07007 -1.31587 3.25509
H -0.09456 -2.59623 2.82906
H 0.30897 3.05299 0.19156
H -1.18898 5.02273 -0.90608
H -3.90167 5.31861 -1.23113
H -4.68184 3.73277 -1.38789
H -4.73269 4.58306 0.15224
H -0.21770 -0.64870 -1.53881
H -2.62749 -0.48080 -2.05924
```

Results
LUMO in eV: 0.72
Total charge: 0
Structure (SMILES): COc1ccc(N(CC(=O)NC2CCCC2)C(=O)Cn2nnc(-c3ccc(C)o3)n2)cc1
Molar mass in g/mol: 438.488
Energy relative to the best compared isomer or geometry (same formula, charge and spin) in kJ/mol: 234.8

natural (NBO) population analysis, charges in e, atoms 1 to 8:
1. C -0.253
2. O -0.487
3. C 0.323
4. C -0.293
5. C -0.213
6. C 0.161
7. N -0.453
8. C -0.309

This record from the OMol25 dataset describes a molecular structure, C28H41N5O2RhSbSeSi3. The level of theory is ωB97M-V/def2-TZVPD.

Structure (XYZ):
```
82
C28H41N5O2RhSbSeSi3 (ωB97M-V/def2-TZVPD)
Rh -0.86341 1.12731 -0.52421
O 2.78709 5.18931 -0.36102
C 3.52351 4.09238 -0.54113
C 4.90964 4.28001 -0.58647
C 5.75271 3.21489 -0.76966
C 5.25048 1.90784 -0.91946
C 3.90279 1.70823 -0.87995
C 2.99832 2.78359 -0.68799
C 1.59554 2.48246 -0.64533
O 1.17604 1.27255 -0.81869
N 0.71270 3.49977 -0.41818
N -0.50522 3.03431 -0.35729
C -1.63005 3.87000 -0.20641
C -2.84039 3.21700 -0.21309
C -4.08091 3.89370 -0.06875
C -5.24894 3.18247 -0.07528
C -5.19865 1.78979 -0.22251
C -3.96987 1.16727 -0.36373
N -2.81219 1.82336 -0.36654
H 1.84165 4.95668 -0.33265
H 5.28330 5.28850 -0.47456
H 6.82095 3.38454 -0.80227
H 5.92698 1.07819 -1.06956
H 3.49147 0.71748 -1.00802
H -1.51270 4.94006 -0.11817
H -4.07597 4.96846 0.05069
H -6.19917 3.68663 0.03396
H -6.09973 1.19394 -0.22649
H -3.90147 0.09452 -0.46525
C -3.56741 -2.03420 1.26870
Si -1.80862 -2.60133 1.41334
C -1.64499 -4.40147 1.00725
C -0.99262 -2.12854 3.00912
Sb -0.55107 -1.42956 -0.55606
Si 1.90332 -2.35023 -0.77187
C 1.72726 -4.16000 -1.12693
C 2.77304 -2.10558 0.84694
C 2.67058 -1.38262 -2.15482
Si -1.61474 -1.93024 -2.98165
C -0.33401 -1.32197 -4.16212
C -3.22851 -1.05663 -3.15662
C -1.80911 -3.77009 -2.88844
H -4.17366 -2.54412 2.02358
H -3.98646 -2.28263 0.29084
H -3.66323 -0.96148 1.43862
H -2.22222 -4.97918 1.73586
H -0.61237 -4.74431 1.06441
H -2.03749 -4.63380 0.01681
H -1.06865 -2.95971 3.71467
H -1.48814 -1.26445 3.45568
H 0.06473 -1.89143 2.88421
H 1.17639 -4.67488 -0.34010
H 2.73082 -4.59533 -1.15922
H 1.25420 -4.36789 -2.08596
H 2.15065 -2.35895 1.70624
H 3.14174 -1.08740 0.97150
H 3.63595 -2.77822 0.85150
H 2.48784 -1.85385 -3.11992
H 3.75400 -1.34087 -2.01144
H 2.29696 -0.35828 -2.18348
H 0.02146 -0.32491 -3.89767
H -0.77054 -1.26681 -5.16374
H 0.51990 -1.99606 -4.20685
H -3.11867 0.02640 -3.09738
H -3.96601 -1.39371 -2.42697
H -3.62203 -1.29359 -4.15077
H -0.95760 -4.27098 -2.43175
H -1.90840 -4.15070 -3.91104
H -2.71350 -4.04467 -2.34376
Se -2.22200 1.60957 2.79974
N -0.81140 1.06207 1.83107
C 0.24043 1.08296 2.63705
C 1.57510 0.71625 2.27446
C 2.53722 0.76775 3.22331
C 2.26528 1.17369 4.57882
C 1.02523 1.53293 4.96913
C -0.03333 1.49787 4.00001
N -1.28438 1.81406 4.26546
H 1.79005 0.43122 1.25561
H 3.55400 0.50214 2.96046
H 3.07875 1.18759 5.29136
H 0.80175 1.84090 5.98080
```

Results
Spin multiplicity: 5
LUMO (alpha / beta) in eV: -5.90 / -8.43
Total charge: +2
Molar mass in g/mol: 867.553
Energy relative to the best compared isomer or geometry (same formula, charge and spin) in kJ/mol: 15.5

Mulliken population analysis, charges in e, atoms 1 to 8:
1. Rh 0.589
2. O -0.610
3. C 0.524
4. C -0.734
5. C -0.401
6. C -0.936
7. C 0.229
8. C -0.147